1.
# Cl2H3NSi

The molecule Cl2H3NSi at a distorted geometry (ωB97M-V/def2-TZVPD, OMol25).

Output
**LUMO**: 0.7 eV
**Structure (SMILES)**: N[SiH](Cl)Cl
**Frontier orbital gap**: 11.2 eV
**Energy relative to the best compared isomer or geometry (same formula, charge and spin)**: 0.5 kcal per mole

Atoms and positions in Å:
N  0.0202  1.1142  0.0088
Si  -0.0023  -0.6217  0.1011
Cl  -0.3234  -1.2307  2.0237
Cl  -1.6553  -1.1570  -0.9001
H  -0.0339  1.5349  -0.9054
H  0.7882  1.6060  0.3839
H  1.2064  -1.2457  -0.7121

Atoms 1-2, force components in eV/Å:
-0.31 -0.71 -0.24
1.23 0.67 -1.11

=====

2.
# C3H11NO

A cluster of 2 separate species, C3H11NO in total at a distorted geometry (ωB97M-V/def2-TZVPD, OMol25).

Output
**LUMO (spin up / spin down)**: -3.2 / -9.2 eV
**Net charge**: +1
**Expectation value of S²**: 0.754
**Multiplicity**: 2
**Frontier orbital gap (spin up / spin down)**: 9.8 / 3.8 eV
**Energy relative to the best compared isomer or geometry (same formula, charge and spin)**: 57.9 kcal per mole

Atoms and positions in Å:
C  0.1105  0.5538  0.2380
N  2.9554  0.7089  2.7994
H  0.3642  1.5879  0.0130
H  0.6136  -0.3326  -0.1283
H  -0.0012  0.4601  1.3390
H  2.5697  -0.2047  2.6436
H  3.5654  1.0896  2.1007
H  2.1820  1.3468  2.9537
C  -1.6552  -0.7729  -1.0192
O  -1.2658  0.3481  -0.1344
C  -0.7589  -0.9034  -2.2404
H  -1.6041  -1.6657  -0.3903
H  -2.6770  -0.5809  -1.3402
H  -1.3349  -1.6405  -2.7900
H  -0.7227  0.0184  -2.8210
H  0.2623  -1.2047  -2.0167

Atoms 1-2, force components in eV/Å:
-1.88 -1.73 0.59
-0.84 0.59 0.62

=====

3.
# C11H27NO9S3

A structure of composition C11H27NO9S3 at a distorted geometry (ωB97M-V/def2-TZVPD, OMol25).

Output
**LUMO**: 0.2 eV
**Frontier orbital gap**: 8.4 eV

Atoms and positions in Å:
C  0.0326  1.6963  0.7867
C  -0.1840  2.3021  -0.4940
N  -0.3590  2.8313  -1.5075
H  -0.9536  1.4672  1.1904
H  0.5431  2.3645  1.4802
H  0.4955  0.7317  0.5786
O  -0.8314  -2.3185  1.5200
S  0.5552  -1.9239  1.8106
O  1.5084  -2.7884  2.5054
O  1.2358  -1.5040  0.2930
C  2.3999  -0.7484  0.1621
C  3.6035  -1.4664  0.7640
C  0.5494  -0.3001  2.6227
H  2.2123  0.2505  0.5560
H  2.5099  -0.7632  -0.9222
H  3.6348  -2.4795  0.3633
H  3.5615  -1.6152  1.8430
H  4.5436  -1.0014  0.4673
H  1.5534  0.0836  2.8037
H  0.1201  -0.5264  3.5987
H  -0.1529  0.2782  2.0222
O  1.7724  1.5110  0.1693
S  2.2254  1.3962  -1.2312
O  3.5973  0.9783  -1.5070
O  1.2016  0.3315  -1.9265
C  1.5648  -0.2693  -3.1548
C  0.3652  -0.9742  -3.7211
C  1.7854  2.9292  -2.1384
H  2.3643  -0.9999  -3.0320
H  1.9045  0.5036  -3.8442
H  -0.5270  -0.3483  -3.7413
H  0.1125  -1.9132  -3.2287
H  0.5267  -1.2365  -4.7667
H  1.9693  3.8286  -1.5507
H  0.7551  2.8828  -2.4910
H  2.4219  3.0475  -3.0153
O  -4.0871  -2.0359  1.9658
S  -4.7064  -0.7688  1.5107
O  -5.9879  -0.2932  2.0547
O  -3.6130  0.3843  1.7545
C  -2.2908  0.2592  1.1684
C  -1.2901  -0.2878  2.2240
C  -4.7774  -0.7737  -0.3722
H  -1.9179  1.2437  0.8861
H  -2.3472  -0.4430  0.3366
H  -1.6998  -1.1240  2.7906
H  -1.1020  0.4712  2.9835
H  -0.3447  -0.4945  1.7224
H  -5.7443  -1.1244  -0.7331
H  -4.0561  -1.4815  -0.7806
H  -4.6530  0.2311  -0.7759

Atoms 1-2, force components in eV/Å:
-4.74 0.37 1.68
-2.29 1.62 -0.64

=====

4.
# C3H4S2

A structure of composition C3H4S2 at a distorted geometry (ωB97M-V/def2-TZVPD, OMol25).

Output
**LUMO**: -1.8 eV
**Frontier orbital gap**: 7.0 eV
**Energy relative to the best compared isomer or geometry (same formula, charge and spin)**: 139.9 kcal per mole

Atoms and positions in Å:
C  0.9791  -0.6218  0.0816
C  0.0882  0.6167  0.3670
C  -1.1349  0.4561  -0.7292
H  0.3886  -1.4599  0.3797
H  -0.5303  -0.0759  1.4249
H  0.8728  1.5872  0.6844
H  -1.2808  1.3823  -1.6978
S  2.6729  -0.7791  -0.3449
S  -2.0557  -1.1056  -0.1657

Atoms 1-2, force components in eV/Å:
3.88 0.82 -0.51
0.04 -1.28 1.96

=====

Short version: electronic energy = -1266.555359, -250.496402, -2360.964269, -912.837487 Ha, in the order given.